No. 1
A 12-piece molecular cluster, C36H69FO36 overall in a non-equilibrium geometry. Source: the OMol25 dataset; level of theory: ωB97M-V/def2-TZVPD.

Last column: Löwdin charge in e.
Atoms and positions in Å:
F -4.44 2.01 3.73  0.0660
O -0.59 3.33 5.55  0.0841
O -5.46 3.41 -1.62  0.0840
O -5.63 5.74 -1.47  -0.0197
O 0.49 -4.34 -4.25  0.0971
O -4.14 2.06 6.73  0.0528
O 0.38 -0.32 -0.82  -0.0047
O -7.01 0.88 1.39  0.1168
O 5.18 -3.09 -4.04  -0.0276
O -1.53 0.75 -0.73  0.0902
O 0.54 -3.81 -6.46  0.0418
O 3.51 -3.19 -2.60  0.0200
O -0.59 -6.79 0.65  -0.0112
O 6.51 -5.17 -0.28  0.0062
O -4.06 3.57 5.20  0.1612
O -5.27 4.03 7.06  0.1329
O -0.05 6.21 3.07  -0.0171
O -2.19 6.66 3.31  0.0039
O 0.95 2.02 6.65  -0.0319
O 4.67 0.31 2.88  0.1073
O -0.11 0.77 1.06  0.0340
O 6.58 -0.31 1.85  -0.0269
O -7.78 -1.13 0.51  -0.0498
O 1.03 2.14 4.39  -0.0624
O -1.44 2.61 -5.88  0.0077
O 4.53 -1.22 -2.87  0.0739
O -0.02 -2.26 -5.10  0.0183
O 5.27 -4.95 1.62  0.1159
O 5.47 -3.28 0.13  -0.0036
O -1.55 4.64 2.41  0.1361
O -5.64 -0.55 0.28  0.0294
O 4.88 0.53 0.66  -0.0147
O -0.91 -4.68 0.19  -0.0098
O -3.62 4.69 -1.15  -0.0302
O -2.09 1.17 -4.35  -0.0363
O -2.73 0.84 -6.52  0.1154
O 1.24 -5.67 -0.05  0.0744
C -3.57 6.56 3.18  -0.0440
C 5.32 0.16 1.86  -0.5825
C 0.38 2.24 7.97  0.0020
C -3.48 2.47 4.59  -0.2951
C -2.70 3.59 -1.13  -0.0309
C 6.48 -2.57 -4.28  -0.0537
C -0.13 -8.14 0.42  -0.0068
C -1.34 5.72 2.86  -0.5160
C -6.92 5.73 -2.15  -0.0500
C -4.96 4.53 -1.41  -0.4827
C -4.50 0.35 0.29  -0.0122
C 5.72 -4.50 0.56  -0.5734
C 0.32 -3.58 -5.22  -0.5644
C -2.10 1.45 -5.67  -0.5266
C -3.32 1.46 5.72  -0.0355
C 7.25 -0.72 3.02  -0.0372
C 1.81 -0.30 -0.59  -0.0214
C 3.42 -4.56 -2.79  -0.0422
C -0.89 1.76 1.75  -0.0199
C 5.69 0.58 -0.54  -0.0138
C 4.18 -2.80 0.43  -0.0471
C -0.48 0.46 -0.17  -0.5742
C -0.33 -1.83 -3.82  -0.0867
C 0.03 -5.68 0.28  -0.5225
C -4.54 3.32 6.37  -0.5392
C 0.36 2.52 5.55  -0.4861
C 1.04 5.40 2.79  -0.0798
C 2.21 1.35 4.29  -0.0489
C 0.80 -5.10 -6.82  -0.0663
C 4.34 -2.41 -3.19  -0.5365
C -2.93 0.20 -3.78  -0.0486
C 7.54 -4.70 -1.12  -0.0392
C -1.12 3.00 -7.14  -0.1072
C -0.63 -3.39 -0.32  -0.0342
C -6.76 -0.16 0.81  -0.5304
C -9.15 -0.83 0.81  -0.0710
H -4.59 1.25 -0.32  0.0758
H -0.42 -3.46 -1.39  0.0794
H -3.65 -0.18 -0.13  0.0705
H -0.33 2.70 1.75  0.0816
H -3.08 2.72 -0.59  0.0601
H 7.88 -5.47 -1.82  0.1036
H -0.63 -8.91 1.01  0.0924
H -2.37 1.67 6.22  0.1086
H -3.42 0.39 5.54  0.1491
H -0.46 -8.38 -0.59  0.0941
H 6.02 -0.43 -0.76  0.0814
H 0.31 -3.00 0.08  0.0861
H 1.85 0.34 4.09  0.1003
H -1.97 3.23 -7.79  0.0969
H 8.25 -1.02 2.71  0.0979
H -1.84 3.93 -0.55  0.0872
H 3.39 -4.94 -3.81  0.1000
H 8.24 -4.17 -0.48  0.1062
H -1.11 1.39 2.75  0.0899
H -0.48 3.88 -7.21  0.0964
H 7.21 -3.24 -3.84  0.0747
H -0.65 1.91 8.03  0.0950
H -9.59 -1.59 1.46  0.0869
H -2.89 -0.64 -4.48  0.0893
H 3.43 -3.54 0.17  0.1022
H -2.55 -0.13 -2.82  0.0741
H -0.38 -0.75 -3.76  0.0941
H 0.44 -2.08 -3.09  0.0790
H 0.96 -8.15 0.49  0.0929
H 2.21 -1.01 0.13  0.0763
H 7.32 -3.94 -1.87  0.0560
H 2.94 1.47 5.09  0.1004
H -0.59 2.23 -7.70  0.0993
H -7.31 6.72 -2.35  0.0873
H -4.13 0.69 1.26  0.0834
H 4.03 -2.62 1.49  0.1084
H -3.99 5.69 3.68  0.0855
H 6.58 1.22 -0.49  0.0955
H 0.49 -5.20 -7.87  0.1049
H -2.38 3.46 -2.16  0.1034
H 6.68 -1.53 3.48  0.1032
H -9.22 0.16 1.26  0.0813
H 2.66 1.65 3.34  0.0776
H 1.35 5.51 1.75  0.0975
H 0.24 -5.83 -6.25  0.1034
H -7.70 5.21 -1.60  0.0931
H 1.09 1.68 8.58  0.0969
H 2.30 -0.71 -1.48  0.0745
H 7.36 0.09 3.74  0.0982
H 2.49 -4.81 -2.28  0.0920
H -2.58 2.70 4.04  0.1363
H -1.26 -2.27 -3.44  0.1016
H -1.46 -2.70 -0.13  0.1005
H 0.86 4.34 2.93  0.0645
H 5.04 1.01 -1.31  0.0933
H -1.88 1.99 1.38  0.0786
H 6.54 -2.53 -5.37  0.0977
H 2.29 0.67 -0.53  0.1027
H 6.73 -1.56 -3.95  0.0953
H -6.86 5.30 -3.15  0.0920
H -3.75 6.37 2.12  0.1001
H 1.83 5.66 3.49  0.1002
H 0.57 3.28 8.21  0.1007
H -4.02 7.46 3.59  0.1052
H 4.27 -5.08 -2.36  0.1022
H -3.92 0.65 -3.78  0.1102
H 1.86 -5.30 -6.67  0.1037
H 4.08 -1.88 -0.16  0.0674
H -9.78 -0.74 -0.07  0.0843

Output
SMILES string: O=C1OC[C@@H](F)O1.COC(=O)OC.COC(=O)OC.COC(=O)OC.COC(=O)OC.COC(=O)OC.COC(=O)OC.COC(=O)OC.COC(=O)OC.COC(=O)OC.COC(=O)OC.COC(=O)OC
Largest force on an atom, eV/A: 4.92
Gap between HOMO and LUMO, eV: 10.602
Charge: 0
Electronic energy, eV: -114873.3780
LUMO energy, eV: 0.242

No. 2
A 8-piece molecular cluster, C36H70N2O16 overall in a non-equilibrium geometry. Source: the OMol25 dataset; level of theory: ωB97M-V/def2-TZVPD.

Last column: Löwdin spin population.
Atoms and positions in Å:
O 8.09 6.14 -2.60  0.0018
O -6.98 -4.48 0.55  0.0000
O -7.11 0.20 -1.31  0.0000
O 6.10 1.74 2.47  0.4053
O 4.66 -3.34 -5.30  0.0000
O 1.10 6.02 3.45  0.0001
O -8.87 -0.78 -4.77  0.0000
O -5.71 -2.76 2.39  0.0000
O 1.77 0.09 1.09  0.0002
O -0.89 -0.28 -0.16  0.0000
O -3.49 -2.14 -3.58  0.0000
O -3.12 -4.88 -2.35  0.0000
O 7.52 3.37 5.31  0.2257
O 6.40 6.88 -1.65  0.0021
O 5.18 -2.30 -3.54  0.0000
O 2.42 3.88 5.13  0.0023
N 7.10 5.97 -1.95  0.0012
N 4.37 -2.90 -4.17  0.0000
C 1.55 -3.13 -1.77  0.0000
C 2.95 0.61 1.73  -0.0002
C 3.08 2.72 5.66  0.0004
C 0.59 0.41 1.77  0.0000
C 2.68 -2.60 -2.39  0.0000
C 2.42 4.01 3.67  0.0002
C -2.09 -2.01 -3.54  0.0000
C 4.91 3.14 -0.73  0.0067
C 5.84 2.11 -0.56  0.0158
C -7.69 -0.64 -2.38  0.0000
C 5.33 4.37 -1.16  -0.0001
C 2.19 -4.01 -4.29  0.0000
C 0.93 7.40 2.99  0.0000
C -4.55 -2.15 3.06  0.0000
C 0.76 -4.10 -2.40  0.0000
C -4.07 -3.35 -4.12  0.0000
C 8.94 3.63 5.21  0.0182
C 7.63 3.62 -1.29  -0.0001
C -6.96 -3.08 0.33  0.0000
C 3.07 -3.13 -3.60  0.0000
C -8.11 -0.04 -3.76  0.0000
C -4.24 -4.49 -3.10  0.0000
C -5.72 0.55 -1.56  0.0000
C -0.47 -0.58 1.21  0.0000
C -2.22 -0.61 -0.48  0.0000
C 6.70 4.61 -1.46  0.0173
C -5.75 -2.50 0.98  0.0000
C 7.25 2.21 4.58  0.0787
C 7.20 2.38 -0.71  0.0149
C 6.59 0.44 2.15  0.0367
C -3.32 -5.65 -1.17  0.0000
C 6.95 2.67 3.11  0.0850
C -10.26 -1.01 -4.34  0.0000
C 2.34 5.45 3.17  0.0000
C 0.99 -4.54 -3.71  0.0000
C -7.92 -5.14 -0.19  0.0000
H 0.43 1.44 1.46  0.0000
H -8.61 -1.00 -1.93  0.0000
H -4.30 -2.54 4.05  0.0000
H 7.91 1.65 -0.37  0.0019
H -10.48 -2.08 -4.32  0.0000
H -1.62 -1.17 -3.03  0.0000
H -7.78 -2.77 0.98  0.0000
H 0.72 0.58 2.84  0.0000
H -4.71 -1.07 3.12  0.0000
H 1.43 -2.71 -0.79  0.0000
H -7.10 -1.53 -2.60  0.0000
H -8.55 0.91 -3.48  0.0000
H 7.49 0.50 1.53  0.0129
H 3.32 -2.04 -1.73  0.0000
H -7.55 -5.69 -1.05  0.0000
H 0.14 7.96 3.49  0.0000
H -1.69 -1.90 -4.54  0.0000
H -1.61 -2.81 -2.97  0.0000
H 9.20 4.62 5.58  0.0004
H 2.89 1.81 5.09  0.0000
H 3.26 3.50 3.21  0.0000
H 0.44 -5.37 -4.12  0.0000
H 3.83 3.03 -0.71  0.0002
H -5.01 -3.00 -4.56  0.0000
H -2.52 -0.18 -1.44  0.0000
H 2.87 1.66 1.46  -0.0001
H 6.92 -0.07 3.05  0.0207
H -4.53 -5.36 -3.69  0.0000
H 1.59 3.38 3.35  0.0001
H 8.05 1.47 4.66  0.0067
H 7.88 2.67 2.54  0.0243
H -4.85 -2.93 0.53  0.0000
H -7.20 0.26 -4.28  0.0000
H -5.09 -4.27 -2.45  0.0000
H 3.83 0.23 1.21  -0.0001
H -10.62 -0.52 -3.44  0.0000
H 2.48 5.62 2.11  0.0000
H 4.52 5.06 -1.37  -0.0003
H 3.02 5.94 3.87  0.0000
H -4.35 -5.83 -0.83  0.0000
H -5.79 1.00 -2.55  0.0000
H 5.83 -0.16 1.66  0.0004
H 0.59 7.46 1.95  0.0000
H 1.87 7.95 2.92  0.0000
H -1.35 -0.48 1.84  0.0000
H 2.45 -4.38 -5.27  0.0000
H -8.37 -5.82 0.54  0.0000
H -10.83 -0.53 -5.14  0.0000
H 4.15 2.86 5.58  0.0002
H -3.64 -2.24 2.48  0.0000
H -0.19 -1.63 1.37  0.0000
H 6.38 1.74 5.04  0.0048
H -2.92 -6.63 -1.41  0.0000
H 6.46 3.63 2.92  0.0002
H -7.04 -2.80 -0.72  0.0000
H -5.06 -0.31 -1.50  0.0000
H -2.50 -1.66 -0.49  0.0000
H -2.86 0.00 0.16  0.0000
H 3.09 0.32 2.77  0.0000
H 2.75 2.52 6.68  0.0001
H 5.55 1.19 -0.07  0.0000
H 9.57 2.91 5.73  0.0058
H -5.84 -1.41 0.95  0.0000
H -3.50 -3.72 -4.97  0.0000
H 9.32 3.81 4.21  0.0097
H -5.40 1.36 -0.91  0.0000
H -8.75 -4.50 -0.47  0.0000
H -0.04 -4.50 -1.80  0.0000
H 8.67 3.81 -1.53  -0.0003
H -2.72 -5.27 -0.35  0.0000

Output
Largest force on an atom, eV/A: 3.56
Gap between HOMO and LUMO (alpha / beta), eV: 7.808 / 1.620
Charge: +1
Electronic energy, eV: -74179.7867
LUMO energy (alpha / beta), eV: -2.891 / -9.079
Spin multiplicity: 2

No. 3
A 5-piece molecular cluster, C36H71FNO6 overall in a non-equilibrium geometry. Source: the OMol25 dataset; level of theory: ωB97M-V/def2-TZVPD.

Last column: Löwdin spin population.
Atoms and positions in Å:
F -0.61 0.06 2.84  0.0002
O 2.45 5.69 -5.89  0.0000
O 0.16 0.53 -3.80  0.0000
O -0.13 3.28 0.17  0.0000
O -4.40 -0.03 1.51  0.0000
O 3.45 2.09 0.71  0.0000
O -1.76 -5.43 5.04  0.5069
N -1.15 -4.85 4.08  0.3756
C 3.76 5.94 -5.37  0.0000
C 0.19 -5.44 3.82  0.0280
C -0.83 -0.91 3.82  0.0005
C 3.83 6.35 -7.69  0.0000
C -1.31 -3.62 1.90  -0.0001
C 1.42 2.14 -2.61  0.0000
C -2.54 -5.77 2.24  0.0201
C -1.37 5.28 0.41  0.0000
C 0.79 -4.93 2.50  -0.0005
C 2.49 5.74 -7.32  0.0000
C -0.82 -3.16 -1.56  0.0000
C -4.47 -1.00 0.48  0.0000
C -1.54 4.75 -1.02  0.0000
C -3.21 -2.27 -1.35  0.0000
C -0.35 3.80 -1.14  0.0000
C 1.03 2.72 -3.97  0.0000
C 0.43 0.99 -2.48  0.0000
C -3.25 -1.06 -0.41  0.0000
C -3.41 0.95 1.35  0.0000
C 0.06 -2.54 -0.46  0.0000
C 0.32 -1.90 3.87  0.0069
C -0.87 4.04 1.13  0.0000
C 1.11 -5.01 5.00  0.0073
C 0.70 -3.63 0.40  0.0000
C 3.45 3.51 0.81  0.0000
C 0.86 -2.38 2.52  0.0007
C 0.24 -3.63 1.88  0.0005
C 2.21 3.88 1.62  0.0000
C 0.11 -6.98 3.81  0.0152
C 0.67 1.46 -4.75  0.0000
C -2.03 -4.51 2.93  0.0276
C 4.72 5.86 -6.55  0.0000
C -3.24 -3.76 3.51  0.0014
C 2.08 2.67 2.54  0.0000
C -1.90 -2.24 -2.15  0.0000
C 2.49 1.54 1.62  0.0000
H 1.86 -4.79 2.65  -0.0001
H -0.50 1.33 -2.02  0.0000
H 0.82 -1.97 -0.98  0.0000
H -3.24 -5.45 1.47  0.0020
H 0.82 0.16 -1.88  0.0000
H -1.53 5.53 -1.78  0.0000
H -3.28 -3.17 -0.74  0.0000
H 1.34 2.84 -1.78  0.0000
H 1.08 2.54 2.95  0.0000
H -4.06 -2.25 -2.03  0.0000
H -2.42 0.54 1.55  0.0000
H -3.58 1.73 2.09  0.0000
H 3.97 5.21 -4.59  0.0000
H -1.74 -6.32 1.76  0.0004
H 2.39 4.73 -7.71  0.0000
H 0.82 -1.53 1.83  0.0000
H -4.01 -4.44 3.85  -0.0004
H -1.65 -2.59 2.02  -0.0002
H 3.77 6.94 -4.91  0.0000
H -2.93 -3.15 4.36  -0.0006
H 1.81 3.31 -4.44  0.0000
H 0.02 -2.72 4.52  0.0036
H 2.78 2.75 3.38  0.0000
H -0.88 -0.38 4.77  0.0000
H 0.43 -7.40 4.76  0.0011
H -0.54 2.97 -1.82  0.0000
H -0.52 -1.82 0.13  0.0000
H -1.57 -1.20 -2.24  0.0000
H -2.36 -1.13 0.22  0.0000
H -2.11 -2.58 -3.16  0.0000
H 2.94 0.70 2.14  0.0000
H 0.15 3.36 -3.86  0.0000
H 5.61 6.46 -6.40  0.0000
H -3.17 -0.16 -1.03  0.0000
H -2.28 5.68 0.84  0.0000
H 3.44 3.94 -0.20  0.0000
H 4.18 6.03 -8.68  0.0000
H -1.80 -1.37 3.64  0.0001
H 1.63 1.17 1.05  0.0000
H -5.37 -0.86 -0.13  0.0000
H 1.13 -1.38 4.38  0.0003
H 2.33 4.83 2.15  0.0000
H 1.34 3.96 0.97  0.0000
H -4.59 -1.97 0.97  0.0000
H 0.49 -4.79 5.86  -0.0007
H -0.61 6.06 0.43  0.0000
H 1.55 1.03 -5.23  0.0000
H 0.78 -7.39 3.05  0.0007
H 2.44 1.76 -2.64  0.0000
H 4.37 3.83 1.31  0.0000
H 0.55 -4.61 -0.04  0.0000
H -0.09 1.64 -5.51  0.0000
H 1.68 -4.13 4.74  0.0000
H 1.92 -2.60 2.65  0.0000
H 3.77 7.44 -7.69  0.0000
H -1.70 3.42 1.49  0.0000
H 1.80 -5.80 5.26  0.0000
H -3.66 -3.10 2.75  -0.0003
H 0.55 4.33 -1.47  0.0000
H -0.17 -3.52 -2.35  0.0000
H 1.78 -3.47 0.42  0.0000
H -2.48 4.20 -1.10  0.0000
H -3.08 -6.42 2.93  0.0028
H -0.22 4.27 1.98  0.0000
H -3.42 1.43 0.37  0.0000
H -1.68 -3.93 0.93  -0.0003
H 0.70 -5.71 1.74  -0.0002
H 5.02 4.83 -6.72  0.0000
H 1.64 6.33 -7.67  0.0000
H -1.34 -4.03 -1.15  0.0000
H -0.89 -7.35 3.62  0.0018

Output
Largest force on an atom, eV/A: 1.27
Gap between HOMO and LUMO (alpha / beta), eV: 8.951 / 9.596
Charge: 0
Electronic energy, eV: -54971.5573
LUMO energy (alpha / beta), eV: 0.688 / 0.436
Spin multiplicity: 2